# 1
The following is a quantum chemistry calculation of a cluster of 8 separate species, C21H49ClN7O11 in total, from the Open Molecules 2025 dataset.

```
89
Properties=species:S:1:pos:R:3
Cl -0.73 -0.27 -0.53
O -1.96 0.40 -0.77
O 0.03 0.29 0.59
O -1.13 -1.58 -0.10
O 0.12 -0.29 -1.70
C -1.87 0.37 3.29
O -0.79 0.14 3.78
N -3.04 0.47 3.98
C -4.31 0.40 3.27
C -3.08 0.66 5.42
H -2.01 0.36 2.19
H -4.12 0.38 2.20
H -4.92 1.26 3.56
H -4.86 -0.53 3.46
H -2.06 0.75 5.77
H -3.72 1.51 5.63
H -3.52 -0.24 5.86
C 3.91 -1.21 -2.06
O 4.98 -0.91 -1.59
N 3.71 -1.49 -3.37
C 2.40 -1.84 -3.88
C 4.79 -1.34 -4.32
H 2.98 -1.24 -1.46
H 2.17 -1.19 -4.72
H 1.64 -1.70 -3.11
H 2.32 -2.88 -4.22
H 5.59 -2.05 -4.10
H 4.42 -1.53 -5.32
H 5.21 -0.33 -4.38
C -5.49 -2.41 -0.73
O -6.47 -2.05 -0.10
N -4.89 -1.71 -1.72
C -5.24 -0.33 -1.94
C -4.00 -2.32 -2.67
H -5.02 -3.40 -0.59
H -4.42 0.38 -2.06
H -5.83 0.09 -1.14
H -5.78 -0.20 -2.89
H -3.74 -3.37 -2.49
H -4.42 -2.34 -3.67
H -2.99 -1.89 -2.63
C 2.60 0.90 2.90
O 2.21 0.41 3.94
N 3.89 1.26 2.68
C 4.91 1.26 3.70
C 4.32 1.62 1.34
H 1.97 1.18 2.05
H 5.29 2.27 3.85
H 5.73 0.64 3.33
H 4.57 0.79 4.62
H 4.20 2.70 1.18
H 5.31 1.21 1.18
H 3.66 1.21 0.57
C 0.28 4.11 -2.83
O -0.11 5.24 -2.55
N 0.86 3.28 -1.93
C 1.11 3.52 -0.54
C 1.72 2.22 -2.44
H 0.19 3.61 -3.81
H 0.93 2.59 0.00
H 0.45 4.31 -0.18
H 2.14 3.86 -0.43
H 2.74 2.61 -2.58
H 1.80 1.34 -1.81
H 1.39 1.83 -3.40
C 0.09 3.22 2.55
O 0.95 3.84 3.16
N -1.03 3.81 2.08
C -1.96 3.02 1.26
C -1.32 5.21 2.21
H 0.27 2.16 2.31
H -2.06 3.55 0.31
H -2.97 2.94 1.68
H -1.55 2.02 1.17
H -1.20 5.68 1.23
H -2.31 5.42 2.61
H -0.60 5.64 2.90
C 1.46 -6.62 -0.28
O 2.43 -7.22 -0.72
N 0.77 -5.70 -1.00
C -0.43 -5.11 -0.45
C 1.08 -5.39 -2.38
H 1.02 -6.74 0.72
H -0.16 -4.11 -0.05
H -0.77 -5.58 0.47
H -1.20 -4.80 -1.16
H 1.14 -4.31 -2.52
H 2.01 -5.84 -2.70
H 0.29 -5.84 -2.98
```

Results
Charge: -1
LUMO in eV: 2.27
Gap between HOMO and LUMO in eV: 8.632



# 2
The following is a quantum chemistry calculation of a cluster of 11 separate species, C44H72O22 in total, from the Open Molecules 2025 dataset.

```
138
Properties=species:S:1:pos:R:3
C 19.30 15.63 15.18
C 19.27 14.91 16.49
O 20.58 14.46 16.99
C 21.04 15.14 18.06
C 22.25 14.43 18.62
O 20.54 16.12 18.52
H 19.82 15.05 14.41
H 19.89 16.61 15.24
H 18.22 15.91 14.98
H 18.84 15.61 17.18
H 18.65 14.01 16.53
H 22.05 13.42 18.68
H 22.58 14.94 19.52
H 23.03 14.57 17.82
C 8.89 9.87 13.86
C 9.20 11.33 13.75
O 9.96 11.80 12.57
C 11.27 11.50 12.47
C 11.87 12.02 11.19
O 11.94 11.02 13.40
H 8.94 9.70 14.94
H 9.73 9.30 13.50
H 7.97 9.52 13.38
H 8.27 12.00 13.66
H 9.78 11.75 14.59
H 12.92 12.23 11.27
H 11.28 12.94 10.95
H 11.59 11.34 10.33
C 9.57 11.38 18.64
C 10.66 12.28 18.16
O 11.70 11.32 17.81
C 12.59 11.83 16.91
C 13.43 10.66 16.43
O 12.66 12.96 16.52
H 9.88 10.82 19.50
H 9.32 10.73 17.85
H 8.63 12.02 18.90
H 10.41 12.85 17.27
H 10.95 12.99 18.96
H 12.77 9.94 15.95
H 13.89 10.24 17.33
H 14.23 10.93 15.77
O 15.76 8.05 10.05
C 15.11 7.94 11.07
C 13.63 8.16 11.24
C 13.34 7.68 12.67
C 14.72 7.72 13.35
O 15.70 7.64 12.27
H 13.46 9.21 11.32
H 13.24 7.69 10.39
H 12.63 8.41 13.16
H 13.01 6.64 12.66
H 14.83 8.67 13.84
H 14.88 6.91 14.03
O 15.31 11.34 11.33
C 16.28 11.17 10.64
C 16.37 10.98 9.11
C 17.69 10.39 8.87
C 18.47 10.93 10.13
O 17.49 11.05 11.15
H 15.47 10.53 8.64
H 16.34 12.01 8.72
H 17.62 9.31 9.03
H 18.22 10.65 7.95
H 19.16 10.12 10.42
H 18.96 11.92 9.93
O 16.25 16.05 16.50
C 15.26 16.64 16.72
C 14.02 16.30 17.61
C 13.39 17.68 17.92
C 13.75 18.48 16.67
O 14.99 17.84 16.18
H 13.33 15.66 17.07
H 14.32 15.84 18.55
H 12.33 17.60 17.93
H 13.76 18.20 18.80
H 13.03 18.48 15.81
H 14.04 19.49 16.90
O 16.81 9.23 15.66
C 17.71 9.71 15.09
C 18.23 9.23 13.77
C 19.55 9.96 13.62
C 19.36 11.22 14.55
O 18.36 10.84 15.53
H 18.30 8.17 13.71
H 17.56 9.50 12.99
H 20.34 9.38 14.05
H 19.80 10.31 12.59
H 20.23 11.58 15.14
H 18.98 12.07 13.99
O 13.19 18.00 13.26
C 14.09 18.29 12.50
C 15.54 17.98 12.67
C 16.20 18.80 11.56
C 15.09 18.85 10.50
O 13.84 18.89 11.29
H 15.94 18.11 13.65
H 15.59 16.94 12.49
H 16.47 19.75 11.93
H 17.13 18.27 11.29
H 15.24 19.80 9.87
H 15.09 18.02 9.82
O 13.91 16.63 6.15
C 13.69 16.39 7.30
C 14.13 15.20 8.08
C 12.91 15.03 9.02
C 12.37 16.48 9.12
O 12.81 17.20 8.00
H 14.36 14.37 7.41
H 15.06 15.41 8.61
H 12.29 14.36 8.48
H 13.13 14.54 9.96
H 11.29 16.47 9.07
H 12.66 16.96 10.06
O 15.57 14.86 11.42
C 15.49 14.23 12.44
C 16.62 13.73 13.31
C 16.03 13.27 14.62
C 14.55 13.10 14.21
O 14.33 14.01 13.08
H 17.23 13.01 12.70
H 17.36 14.49 13.43
H 16.41 12.32 14.95
H 16.17 14.08 15.32
H 14.34 12.08 13.85
H 13.78 13.42 14.91
O 10.89 17.15 16.15
C 11.03 16.76 15.01
C 11.85 15.63 14.56
C 11.54 15.42 13.10
C 10.62 16.61 12.71
O 10.34 17.27 13.95
H 12.89 15.87 14.80
H 11.61 14.86 15.29
H 12.32 15.33 12.39
H 11.06 14.44 12.96
H 11.09 17.36 12.14
H 9.67 16.24 12.38
```

Results
LUMO in eV: 0.39
SMILES: CCOC(C)=O.CCOC(C)=O.CCOC(C)=O.O=C1CCCO1.O=C1CCCO1.O=C1CCCO1.O=C1CCCO1.O=C1CCCO1.O=C1CCCO1.O=C1CCCO1.O=C1CCCO1
Gap between HOMO and LUMO in eV: 10.364



# 3
The following is a quantum chemistry calculation of a cluster of 4 separate species, CH9NO5 in total, from the Open Molecules 2025 dataset.

```
16
Properties=species:S:1:pos:R:3
N 0.28 1.14 1.61
C -1.03 1.28 2.10
O -1.96 0.57 1.83
O -1.23 2.45 2.88
H 1.08 1.60 2.06
H 0.44 0.99 0.64
H -2.10 2.86 2.75
O 1.79 -3.41 -4.40
H 1.88 -4.31 -4.00
H 2.09 -2.79 -3.76
O -0.62 0.01 -0.70
H -0.92 -0.15 -1.58
H -1.48 0.19 -0.26
O 1.96 -1.12 -1.79
H 1.17 -0.98 -1.41
H 2.50 -1.07 -0.97
```

Results
LUMO in eV: 0.33
SMILES: NC(=O)O.O.O.O
Gap between HOMO and LUMO in eV: 10.946



# 4
The following is a quantum chemistry calculation of a structure of composition C2H3N3O2S, from the Open Molecules 2025 dataset.

```
11
Properties=species:S:1:pos:R:3
C -0.98 0.26 -0.11
C 0.79 1.29 -0.01
H -3.54 -1.41 -0.44
H 1.79 1.91 0.15
H 2.98 -0.61 1.28
N -2.22 -0.09 -0.18
N -0.61 1.52 -0.08
N 1.19 0.09 -0.37
O -2.41 -1.47 0.06
O 0.13 -0.69 -0.17
S 2.88 -0.80 -0.14
```

Results
LUMO in eV: -1.00
Gap between HOMO and LUMO in eV: 6.872



# 5
The following is a quantum chemistry calculation of a structure of composition CHI3S, from the Open Molecules 2025 dataset.

```
6
Properties=species:S:1:pos:R:3
C -0.99 -0.65 0.09
S 1.86 0.99 0.34
I -0.90 0.73 -1.49
I -1.62 0.02 1.94
I -1.05 -2.70 -0.38
H 2.70 1.63 -0.50
```

Results
LUMO (alpha / beta) in eV: -1.19 / -2.18
Gap between HOMO and LUMO (alpha / beta) in eV: 8.293 / 5.967



# 6
The following is a quantum chemistry calculation of a structure of composition C28H52BBiN6SbSe4Si4, from the Open Molecules 2025 dataset.

```
97
Properties=species:S:1:pos:R:3
Bi 0.12 1.29 -0.33
C 0.26 -2.45 3.84
C 0.82 -1.45 3.01
N 0.02 -1.15 2.00
N -1.08 -1.93 2.15
C -0.95 -2.72 3.24
B -2.47 -1.58 1.56
N -2.92 -0.26 2.22
C -4.14 0.05 2.73
C -4.41 1.32 3.13
C -3.28 2.27 2.98
N -2.00 0.80 2.12
N -2.51 -1.51 0.00
C -3.51 -2.06 -0.72
C -3.44 -1.59 -2.01
C -2.34 -0.72 -1.99
N -1.80 -0.67 -0.77
H 0.69 -2.90 4.71
H 1.77 -0.96 3.10
H -1.73 -3.40 3.52
H -3.25 -2.45 1.88
H -4.85 -0.77 2.79
H -5.36 1.61 3.54
H -3.48 3.29 3.31
H -4.19 -2.76 -0.26
H -4.08 -1.84 -2.84
H -1.93 -0.12 -2.78
C -1.59 3.01 1.21
C -0.71 3.32 2.30
C -0.83 2.53 3.40
C -1.96 1.55 3.44
C -2.68 2.04 1.52
C -3.65 1.85 0.38
C -1.95 0.68 4.67
C 0.04 2.71 4.59
C 0.22 4.51 2.29
C -1.91 4.07 0.22
H -4.28 0.98 0.52
H -3.12 1.74 -0.56
H -4.29 2.73 0.31
H -1.96 1.30 5.57
H -1.04 0.06 4.68
H -2.80 0.02 4.71
H -0.48 3.26 5.39
H 0.94 3.27 4.34
H 0.34 1.75 5.01
H 0.07 5.10 3.20
H 0.07 5.16 1.43
H 1.27 4.20 2.25
H -2.64 4.73 0.69
H -2.34 3.69 -0.70
H -1.05 4.68 -0.05
Se 2.85 4.36 -4.16
Sb 1.38 4.25 -2.28
Se 2.36 2.83 -0.37
Se 0.55 6.38 -1.53
Se -0.50 2.46 -2.65
C 3.90 -0.46 0.95
Si 3.13 -1.72 -0.22
C 2.40 -3.23 0.64
C 4.57 -2.45 -1.20
Si 1.60 -0.75 -1.74
Si 2.84 0.05 -3.64
C 3.55 -1.48 -4.50
C 1.79 0.82 -4.97
C 4.36 1.00 -3.10
Si 0.16 -2.49 -2.44
C 1.31 -3.83 -3.12
C -0.94 -1.98 -3.88
C -0.76 -3.36 -1.05
H 4.14 -0.91 1.91
H 3.26 0.41 1.12
H 4.83 -0.09 0.51
H 2.98 -3.48 1.53
H 2.47 -4.08 -0.05
H 1.36 -3.12 0.93
H 5.21 -3.01 -0.49
H 5.19 -1.69 -1.67
H 4.24 -3.16 -1.96
H 2.82 -1.95 -5.16
H 3.95 -2.24 -3.83
H 4.38 -1.13 -5.13
H 1.20 0.03 -5.45
H 2.44 1.28 -5.72
H 1.11 1.59 -4.61
H 5.06 0.30 -2.63
H 4.15 1.80 -2.40
H 4.84 1.44 -3.97
H 1.88 -3.51 -3.99
H 0.70 -4.69 -3.41
H 2.02 -4.18 -2.36
H -0.66 -2.55 -4.77
H -0.84 -0.92 -4.12
H -2.00 -2.17 -3.67
H -0.25 -4.29 -0.81
H -1.79 -3.59 -1.35
H -0.82 -2.76 -0.14
```

Results
Charge: -1
LUMO (alpha / beta) in eV: 0.25 / 0.25
Gap between HOMO and LUMO (alpha / beta) in eV: 4.820 / 4.819



# 7
The following is a quantum chemistry calculation of a structure of composition C25H31ClN2OPdSi, from the Open Molecules 2025 dataset.

```
62
Properties=species:S:1:pos:R:3
Pd 0.07 -0.23 -0.13
Cl -2.37 -1.21 6.72
C -2.15 -1.09 5.05
C -3.20 -1.41 4.18
C -3.01 -1.30 2.84
C -1.74 -0.90 2.27
O -1.65 -0.85 1.02
C -0.66 -0.57 3.20
C 0.68 -0.09 2.84
N 1.16 -0.01 1.66
C 2.48 0.46 1.41
C 3.52 0.32 2.29
C 4.79 0.86 1.98
C 4.99 1.53 0.82
C 3.94 1.67 -0.12
C 4.09 2.36 -1.35
C 3.04 2.45 -2.22
C 1.83 1.81 -1.88
N 1.66 1.16 -0.75
C 2.68 1.10 0.15
C -0.90 -0.67 4.55
H -4.16 -1.72 4.58
H -3.79 -1.52 2.13
H 1.29 0.23 3.69
H 3.38 -0.22 3.21
H 5.60 0.73 2.69
H 5.95 1.97 0.59
H 5.05 2.82 -1.59
H 3.12 2.98 -3.15
H 0.99 1.84 -2.56
H -0.12 -0.42 5.27
C 2.77 -2.05 -1.63
Si 0.99 -2.22 -1.08
C 0.71 -3.86 -0.15
C 1.17 -3.47 1.27
C 1.62 -4.97 -0.67
C -0.74 -4.34 -0.08
C -0.03 -2.45 -3.18
C -1.44 -2.17 -2.76
C 0.27 -3.82 -3.68
C 0.67 -1.32 -3.88
H 3.08 -2.85 -2.31
H 3.40 -2.11 -0.74
H 2.96 -1.08 -2.10
H 2.16 -3.01 1.29
H 1.23 -4.37 1.88
H 0.47 -2.79 1.75
H 2.67 -4.69 -0.67
H 1.36 -5.30 -1.68
H 1.53 -5.84 -0.02
H -1.42 -3.54 0.23
H -0.82 -5.15 0.65
H -1.09 -4.74 -1.03
H -1.84 -2.90 -2.06
H -2.06 -2.22 -3.67
H -1.57 -1.16 -2.35
H -0.24 -4.60 -3.11
H 1.34 -4.04 -3.72
H -0.11 -3.89 -4.71
H 0.63 -0.39 -3.31
H 0.11 -1.14 -4.82
H 1.69 -1.56 -4.16
```

Results
Multiplicity: 5
Charge: +2
LUMO (alpha / beta) in eV: -6.44 / -8.52
Gap between HOMO and LUMO (alpha / beta) in eV: 6.746 / 5.931



# 8
The following is a quantum chemistry calculation of a structure of composition C30H33BrN2O3ReS, from the Open Molecules 2025 dataset.

```
71
Properties=species:S:1:pos:R:3
Re -0.41 -0.31 -0.38
C -3.09 -6.09 3.91
C -2.85 -5.16 2.77
C -3.49 -3.93 2.70
C -3.24 -3.06 1.65
C -2.36 -3.44 0.65
C -1.70 -4.66 0.70
C -1.95 -5.51 1.76
S -2.11 -2.36 -0.72
O -2.71 -2.81 -1.93
O -2.40 -0.98 -0.27
N -0.46 -2.15 -0.91
C 0.56 -2.64 -1.66
C 0.60 -3.82 -2.40
C 1.76 -4.15 -3.10
C 2.89 -3.37 -3.04
C 2.89 -2.16 -2.30
C 3.99 -1.29 -2.19
C 3.85 -0.11 -1.49
C 2.62 0.22 -0.93
N 1.56 -0.57 -1.00
C 1.70 -1.77 -1.65
H -3.80 -5.69 4.62
H -2.16 -6.30 4.43
H -3.47 -7.04 3.54
H -4.19 -3.64 3.47
H -3.73 -2.10 1.60
H -1.01 -4.93 -0.08
H -1.45 -6.47 1.81
H -0.28 -4.45 -2.46
H 1.77 -5.05 -3.69
H 3.79 -3.66 -3.56
H 4.94 -1.56 -2.64
H 4.69 0.57 -1.38
H 2.49 1.17 -0.41
C -2.21 3.82 5.57
C -2.61 4.51 4.27
C -1.97 5.91 4.24
C -4.15 4.66 4.25
C -2.17 3.76 3.04
C -1.45 2.57 3.14
C -1.06 1.94 1.99
Br 0.00 0.29 2.05
C -1.33 2.39 0.67
O -0.94 1.69 -0.33
C -2.06 3.63 0.58
C -2.44 4.25 1.76
C -2.41 4.20 -0.78
C -3.27 3.18 -1.53
C -1.10 4.46 -1.56
C -3.18 5.52 -0.69
H -2.55 4.42 6.41
H -1.13 3.73 5.65
H -2.67 2.84 5.66
H -2.25 6.45 5.14
H -2.29 6.49 3.39
H -0.88 5.82 4.22
H -4.46 5.18 5.15
H -4.62 3.68 4.23
H -4.49 5.24 3.40
H -1.20 2.14 4.10
H -3.00 5.17 1.69
H -2.71 2.26 -1.72
H -3.58 3.59 -2.49
H -4.16 2.93 -0.95
H -0.60 3.52 -1.78
H -0.44 5.10 -0.99
H -1.34 4.95 -2.50
H -4.14 5.39 -0.18
H -3.40 5.88 -1.69
H -2.61 6.29 -0.18
```

Results
Multiplicity: 2
Charge: +2
LUMO (alpha / beta) in eV: -8.21 / -8.49
Gap between HOMO and LUMO (alpha / beta) in eV: 5.672 / 5.028